(1)
C14H26Cl10O3 as an isolated structure. Source: OMol25; level of theory: ωB97M-V with the def2-TZVPD basis set.

frontier orbital gap: 0.3283 Eh
LUMO: -0.26 eV
charge: 0
M: 596.89 Da
energy above the lowest of the compared OMol25 structures with the same formula, charge and spin: 1000.6 kJ/mol

Last column: natural (NBO) charge in e.
Positions of all 53 atoms, in Å:
C (3.672, -21.205, 2.487)  -0.627
C (4.075, -19.871, 3.246)  0.042
C (4.647, -19.973, 4.605)  -0.104
O (5.848, -19.135, 4.526)  -0.490
C (6.033, -18.733, 3.284)  1.030
O (6.965, -18.073, 2.924)  -0.640
O (5.049, -19.175, 2.515)  -0.465
H (3.255, -20.903, 1.526)  0.228
H (3.013, -21.912, 2.990)  0.181
H (4.609, -21.749, 2.367)  0.206
H (3.178, -19.265, 3.377)  0.203
H (4.825, -21.037, 4.763)  0.200
H (3.916, -19.680, 5.359)  0.199
Cl (0.663, -23.662, 0.998)  -0.063
C (1.222, -23.083, 2.623)  -0.407
C (1.848, -24.200, 3.430)  -0.374
Cl (0.585, -25.505, 3.795)  -0.089
H (0.357, -22.628, 3.107)  0.237
H (1.937, -22.266, 2.523)  0.234
H (2.310, -23.945, 4.383)  0.233
H (2.576, -24.795, 2.879)  0.229
Cl (9.136, -17.151, 5.416)  -0.077
C (7.319, -17.058, 5.082)  -0.365
C (6.779, -15.782, 4.331)  -0.411
Cl (7.104, -14.331, 5.317)  -0.052
H (6.666, -17.220, 5.940)  0.201
H (7.168, -17.906, 4.413)  0.238
H (5.729, -15.784, 4.041)  0.222
H (7.409, -15.919, 3.453)  0.223
Cl (2.487, -17.612, 4.264)  -0.042
C (2.073, -18.598, 5.734)  -0.389
C (1.081, -19.747, 5.514)  -0.369
Cl (1.878, -21.241, 4.824)  -0.084
H (1.668, -17.839, 6.403)  0.250
H (3.022, -18.822, 6.222)  0.225
H (0.274, -19.455, 4.842)  0.241
H (0.610, -20.013, 6.460)  0.241
Cl (5.801, -24.286, -0.744)  -0.098
C (4.173, -23.489, -1.151)  -0.339
C (3.722, -22.786, 0.233)  -0.461
Cl (4.305, -21.196, 0.196)  0.024
H (3.449, -24.231, -1.486)  0.217
H (4.284, -22.964, -2.101)  0.238
H (3.991, -23.375, 1.110)  0.224
H (2.647, -22.608, 0.244)  0.238
Cl (9.763, -16.406, 1.474)  -0.081
C (8.955, -17.726, 2.291)  -0.404
C (9.925, -18.461, 3.244)  -0.419
Cl (11.301, -19.057, 2.396)  -0.054
H (8.523, -18.428, 1.577)  0.204
H (8.096, -17.302, 2.810)  0.260
H (9.353, -19.280, 3.679)  0.205
H (10.323, -17.746, 3.964)  0.232

Cartesian forces, eV/Å:
C 0.8 1.2 3.6
C -2.7 -1.7 -0.9
C 0.7 -1.0 0.3
O -1.2 -1.7 1.6
C -1.8 -1.2 -0.8
O -6.4 -3.4 -1.7
O 0.4 0.7 -1.5
H -1.0 0.0 2.2
H 1.6 1.3 0.7
H -0.1 0.0 -0.1
H 0.6 -0.5 -1.2
H 1.1 0.1 0.5
H 1.3 0.2 -0.3
Cl 0.0 0.1 0.7
C -0.6 -0.3 -0.1
C -0.8 -1.6 -0.2
Cl 0.5 0.8 0.1
H -0.1 -0.5 0.0
H -1.3 -0.9 -1.0
H -0.3 0.4 -0.1
H 0.1 0.5 -0.3
Cl -2.8 1.7 2.1
C -1.0 0.5 1.0
C 2.2 -1.5 0.7
Cl -0.1 0.0 -0.5
H 0.9 0.1 0.7
H 1.4 1.9 2.4
H 0.1 -0.4 0.3
H -0.2 1.7 -0.3
Cl -0.8 0.7 0.9
C -0.4 1.0 0.3
C 0.5 0.3 0.1
Cl -1.0 1.2 1.5
H -0.6 -0.2 -0.1
H -0.5 -0.3 -0.1
H 0.3 0.0 -0.1
H 0.3 -0.1 0.0
Cl -1.1 0.4 -0.6
C 0.1 -1.0 1.7
C -1.1 -1.2 -3.1
Cl 4.0 1.9 -5.6
H 0.1 -0.6 0.8
H 0.4 1.1 0.8
H 0.4 0.1 -0.3
H 0.1 -0.7 -0.2
Cl 0.6 0.7 -0.7
C 2.4 0.3 0.3
C -0.8 1.1 -1.0
Cl 1.3 -1.1 -1.0
H 0.4 0.2 -0.3
H 3.6 0.9 -0.8
H 0.4 0.0 0.4
H 0.1 -1.0 -0.9

(2)
A 10-piece molecular cluster, C14H44FNO15S overall. Source: OMol25; level of theory: ωB97M-V with the def2-TZVPD basis set.

frontier orbital gap: 0.3039 Eh
LUMO: -1.46 eV
charge: 0
M: 517.56 Da

Last column: Löwdin charge in e.
Positions of all 76 atoms, in Å:
C (6.769, -0.413, -0.046)  -0.063
C (7.280, 1.122, -0.471)  -0.345
O (7.015, 1.410, -1.890)  -0.128
C (6.770, 2.282, 0.577)  -0.198
O (5.369, 2.151, 1.011)  -0.381
S (4.281, 2.420, -0.303)  1.113
O (3.941, 0.958, -0.790)  -0.406
O (2.849, 3.127, 0.299)  -0.261
C (1.702, 2.887, -0.607)  -0.289
O (1.899, 2.892, -1.949)  0.005
N (0.288, 2.622, -0.086)  0.155
C (0.113, 1.144, 0.209)  -0.166
O (-1.077, 0.704, 0.636)  0.011
F (1.189, 0.113, 0.021)  0.020
H (6.092, -0.355, 0.923)  0.088
H (6.187, -0.925, -0.934)  0.096
H (7.706, -1.071, 0.236)  0.083
H (8.468, 1.084, -0.360)  0.152
H (7.759, 1.922, -2.323)  0.098
H (7.033, 3.375, 0.175)  0.145
H (7.431, 2.142, 1.561)  0.155
H (-0.397, 2.855, -0.852)  0.160
C (7.035, 1.053, -5.084)  -0.145
O (7.400, 2.298, -4.518)  -0.145
H (6.934, 0.315, -4.284)  0.079
H (6.080, 1.155, -5.605)  0.084
H (7.810, 0.727, -5.782)  0.077
H (7.482, 2.932, -5.250)  0.088
C (-2.119, -2.519, 1.609)  -0.129
O (-2.608, -1.464, 2.417)  -0.151
H (-2.401, -3.473, 2.061)  0.075
H (-2.558, -2.448, 0.611)  0.079
H (-1.030, -2.456, 1.545)  0.087
H (-2.343, -0.632, 1.991)  0.065
C (-5.151, -1.015, 3.978)  -0.148
O (-5.639, 0.040, 4.786)  -0.136
H (-5.432, -1.969, 4.430)  0.083
H (-5.590, -0.944, 2.980)  0.074
H (-4.061, -0.952, 3.914)  0.062
H (-5.374, 0.873, 4.360)  0.086
C (-5.928, 0.072, 7.917)  -0.178
O (-5.562, 1.317, 8.483)  -0.134
H (-6.028, -0.666, 8.716)  0.079
H (-6.883, 0.174, 7.396)  0.075
H (-5.153, -0.254, 7.219)  0.063
H (-5.480, 1.951, 7.750)  0.076
C (10.761, 3.470, -6.776)  -0.168
O (10.786, 2.459, -5.784)  -0.130
H (11.771, 3.608, -7.168)  0.081
H (10.095, 3.168, -7.588)  0.074
H (10.413, 4.407, -6.334)  0.075
H (9.876, 2.359, -5.456)  0.051
C (-5.135, -0.931, -0.340)  -0.135
O (-4.879, -2.060, 0.476)  -0.146
H (-5.813, -1.221, -1.146)  0.070
H (-5.600, -0.145, 0.260)  0.081
H (-4.196, -0.570, -0.768)  0.050
H (-4.275, -1.772, 1.181)  0.019
C (-3.335, 1.128, -3.195)  -0.149
O (-3.079, -0.001, -2.380)  -0.151
H (-4.013, 0.838, -4.001)  0.085
H (-3.800, 1.913, -2.595)  0.078
H (-2.396, 1.489, -3.623)  0.075
H (-2.475, 0.287, -1.674)  0.059
C (-8.735, -1.994, -1.826)  -0.173
O (-8.479, -3.123, -1.011)  -0.127
H (-9.413, -2.284, -2.632)  0.080
H (-9.200, -1.208, -1.226)  0.077
H (-7.796, -1.633, -2.254)  0.059
H (-7.875, -2.835, -0.305)  0.074
C (-4.155, -5.672, 3.151)  -0.167
O (-4.644, -4.617, 3.959)  -0.130
H (-4.437, -6.626, 3.603)  0.081
H (-4.594, -5.600, 2.153)  0.080
H (-3.066, -5.609, 3.087)  0.068
H (-4.379, -3.784, 3.533)  0.050

Cartesian forces, eV/Å:
C 0.0 0.3 0.3
C 1.6 -0.7 0.3
O 0.7 0.3 1.3
C 2.0 0.1 -0.2
O -1.1 0.6 -1.0
S 1.6 -5.9 -2.9
O 0.8 5.8 2.4
O -3.9 -1.3 -0.8
C 2.1 -0.2 -7.2
O -1.4 0.3 9.2
N 3.1 -3.2 -0.4
C -5.7 -3.1 2.1
O 8.2 2.9 -3.1
F -3.2 4.3 0.6
H 1.3 -0.1 -2.2
H 1.2 1.2 1.9
H -1.9 1.4 -0.7
H -2.5 0.3 0.0
H -1.3 -0.8 1.0
H -0.8 -2.4 0.6
H -1.8 0.2 -2.0
H 1.0 -0.3 0.9
C -0.1 -0.3 -0.2
O 0.5 0.7 -0.2
H 0.0 0.3 -0.1
H 0.0 -0.2 0.0
H -0.1 -0.2 -0.1
H -0.1 -0.2 0.5
C 0.6 -0.1 -0.4
O -0.2 0.5 -0.2
H 0.0 0.2 0.0
H 0.2 -0.3 0.0
H 0.0 -0.2 -0.1
H 0.0 -0.3 0.2
C 0.3 0.1 -0.1
O -0.2 0.8 0.1
H -0.1 0.2 0.0
H 0.1 -0.2 -0.1
H -0.2 -0.2 -0.1
H -0.2 -0.5 0.3
C 0.1 -0.1 -0.2
O 0.1 0.7 -0.1
H 0.0 0.2 0.0
H 0.1 -0.3 -0.1
H -0.3 -0.2 0.0
H 0.0 -0.4 0.5
C -0.2 0.0 0.1
O -0.3 -0.2 0.3
H -0.2 -0.1 0.1
H 0.1 0.2 -0.2
H 0.0 0.2 -0.2
H 0.5 0.0 0.0
C 0.3 0.1 0.3
O -0.1 -0.3 0.4
H 0.2 0.0 0.1
H -0.2 0.2 -0.1
H -0.5 0.0 0.0
H -0.4 -0.1 -0.1
C 0.1 0.1 0.1
O 0.6 0.0 0.1
H 0.1 0.0 0.2
H -0.1 0.2 -0.2
H -0.1 0.2 -0.2
H -0.3 -0.3 -0.3
C 0.1 0.0 0.2
O 0.2 0.0 0.4
H 0.1 0.0 0.2
H 0.0 0.2 -0.2
H -0.1 0.2 -0.2
H -0.3 -0.3 -0.3
C 0.0 0.2 -0.1
O 0.0 0.5 0.0
H 0.0 0.2 0.0
H 0.1 -0.2 -0.1
H 0.1 -0.3 -0.1
H -0.2 -0.4 0.3